Arrangement one

10
Properties=species:S:1:pos:R:3 method="wB97M-V/def2-TZVPD" homo_energy_ev="-8.9 / -8.9" orbital_gap_ev="7.16 / 7.17" smiles="CC=C=S(=O)=S" lumo_energy_ev="-1.755 / -1.752"
C 0.0873 -0.1270 0.3599
C 0.0428 -0.0362 -1.1108
C 0.6780 -0.7339 -1.9781
S 1.5877 -1.5636 -3.1978
O 3.0230 -1.2925 -2.9598
S 0.7130 -0.1887 -4.4512
H -0.3618 -1.1113 0.6675
H -0.4362 0.6838 0.8012
H 1.0770 -0.1207 0.7244
H -0.6014 0.9258 -1.4050

Arrangement two

10
Properties=species:S:1:pos:R:3 method="wB97M-V/def2-TZVPD" homo_energy_ev=-9.2 orbital_gap_ev=8.08 smiles="CSC(=O)C=S" lumo_energy_ev=-1.155
C 1.8682 0.0098 0.5479
S 0.5603 -0.9437 -0.2515
C -0.7805 0.3356 -0.4450
O -0.6398 1.4783 -0.2370
C -2.0683 -0.3054 -0.6115
S -3.3772 -0.3442 0.3790
H 1.7747 1.0238 0.7887
H 2.0658 -0.5414 1.5313
H 2.7339 0.0371 -0.1207
H -2.1371 -0.7499 -1.5811

Energy above the most stable structure, in hartree: arrangement one 0.1033; arrangement two 0.0000

Arrangement one

9
Properties=species:S:1:pos:R:3 method="wB97M-V/def2-TZVPD" homo_energy_ev=-10.7 orbital_gap_ev=9.93 lumo_energy_ev=-0.765
N -1.3209 -1.4411 -1.7521
C -0.3784 -0.9257 -1.1475
C 0.2035 -0.1136 -0.1444
C 0.8186 1.2321 -0.3381
O 0.8021 1.9451 -1.4102
C -0.2788 -0.5477 1.0218
F -0.9937 -1.6089 1.1799
H 1.4330 1.5565 0.4146
H -0.2854 -0.0966 2.1761

Arrangement two

9
Properties=species:S:1:pos:R:3 method="wB97M-V/def2-TZVPD" homo_energy_ev=-10.7 orbital_gap_ev=9.29 lumo_energy_ev=-1.432
N 1.9655 -1.7746 -0.0485
C 1.1415 -0.9597 -0.1101
C 0.0695 -0.0537 0.0219
C -1.3242 -0.6295 -0.0754
O -2.2885 0.1476 -0.1874
C 0.3608 1.3127 0.1398
F 1.7316 1.5486 -0.2195
H -1.4041 -1.8090 0.1182
H -0.2523 2.2175 0.3610

Energy above the most stable structure, in hartree: arrangement one 0.0355; arrangement two 0.0000

Arrangement one

31
Properties=species:S:1:pos:R:3 method="wB97M-V/def2-TZVPD" homo_energy_ev=-9.0 orbital_gap_ev=9.45 smiles="N[C@@H](Cc1c[nH]cn1)C(=O)N[C@@H](CO)C(=O)O" lumo_energy_ev=0.499
N 0.5317 -0.3440 0.8984
C -0.8209 0.0819 0.5559
C -0.7198 1.5954 0.1677
C -0.5005 2.4236 1.3916
C -1.4313 2.7831 2.3254
N -0.8081 3.7805 3.0564
C 0.4318 3.9310 2.5439
N 0.6164 3.1643 1.5026
C -1.4992 -0.6320 -0.6997
O -2.7216 -0.5605 -0.8526
N -0.6581 -1.1823 -1.5660
C 0.7038 -1.7209 -1.5214
C 0.9650 -3.1078 -0.8337
O 0.0678 -4.1538 -1.1913
C 1.0730 -1.7737 -3.0436
O 0.3036 -2.1041 -3.8981
O 2.4739 -1.5799 -3.2462
H 0.4150 -1.2317 1.4368
H 0.9774 0.4612 1.3517
H -1.4388 0.0160 1.5047
H -1.5599 2.0656 -0.3321
H 0.0612 1.7936 -0.5649
H -2.4939 2.6847 2.5307
H -1.3046 4.0654 3.8645
H 1.2003 4.5956 2.8975
H -1.1177 -1.6167 -2.3754
H 1.2227 -0.9627 -0.9382
H 0.7631 -3.0457 0.2434
H 2.0872 -3.4307 -0.7845
H 0.3698 -4.3986 -2.0822
H 2.8106 -1.5969 -2.3413

Arrangement two

31
Properties=species:S:1:pos:R:3 method="wB97M-V/def2-TZVPD" homo_energy_ev=-8.6 orbital_gap_ev=9.16 smiles="CCCOC(=O)CCNc1n[nH]c(=O)[nH]c1=O" lumo_energy_ev=0.596
C 4.4390 1.4446 -0.7161
C 3.4355 0.3293 -0.9753
C 2.0611 0.8985 -1.3150
O 1.1285 -0.1337 -1.6465
C 0.5309 -0.7625 -0.6347
O 0.7214 -0.5170 0.5275
C -0.4769 -1.7758 -1.1371
C -1.7248 -1.0311 -1.6538
N -2.1024 0.0634 -0.7931
C -2.3487 -0.1213 0.5257
N -2.6535 -1.2778 1.0146
N -2.9371 -1.3477 2.3373
C -2.8989 -0.3287 3.2375
O -3.1470 -0.4570 4.4110
N -2.5526 0.8966 2.6708
C -2.2567 1.1095 1.3525
O -1.9349 2.1901 0.9061
H 5.4107 1.0251 -0.4700
H 4.1116 2.0652 0.1143
H 4.5481 2.0751 -1.5957
H 3.3436 -0.3005 -0.0885
H 3.7742 -0.2954 -1.8047
H 1.6714 1.4718 -0.4671
H 2.1099 1.5338 -2.2020
H -0.7559 -2.4165 -0.3021
H -0.0440 -2.3674 -1.9414
H -1.5362 -0.6213 -2.6463
H -2.5608 -1.7331 -1.7018
H -1.7128 0.9777 -0.9892
H -3.1572 -2.2755 2.6733
H -2.4855 1.6818 3.3097

Energy above the most stable structure, in hartree: arrangement one 0.0817; arrangement two 0.0000

Arrangement one

10
Properties=species:S:1:pos:R:3 method="wB97M-V/def2-TZVPD" homo_energy_ev=-8.8 orbital_gap_ev=7.66 lumo_energy_ev=-1.109
H -1.5394 -1.8066 0.2188
N -0.4867 -1.6386 -0.3619
C -0.5390 -0.3770 -0.2831
N -1.5122 0.6650 -0.1434
C 0.8156 0.2435 -0.3279
S 1.2335 1.7845 -0.2103
S 2.2475 -0.8705 -0.0343
H -1.2297 1.5705 0.5171
H -2.1809 0.4206 0.7904
H 3.1912 0.0088 -0.1653

Arrangement two

10
Properties=species:S:1:pos:R:3 method="wB97M-V/def2-TZVPD" homo_energy_ev=-8.9 orbital_gap_ev=8.01 smiles="NN(C=S)C=S" lumo_energy_ev=-0.898
N -0.0043 1.3948 -0.0700
N -0.0169 0.0132 0.0371
C 1.1923 -0.6867 -0.0211
S 2.6798 -0.0519 -0.0158
C -1.1983 -0.6819 0.0880
S -2.6848 -0.0503 -0.0422
H 0.9309 1.7390 0.1702
H -0.7476 1.8033 0.4613
H 1.0564 -1.7783 -0.0205
H -0.9747 -1.7731 0.1455

Energy above the most stable structure, in hartree: arrangement one 0.0676; arrangement two 0.0000

Arrangement one

10
Properties=species:S:1:pos:R:3 method="wB97M-V/def2-TZVPD" homo_energy_ev=-8.8 orbital_gap_ev=7.58 smiles="NC(=S)C(N)=S" lumo_energy_ev=-1.192
N -1.5120 -0.7844 -0.7798
C -0.7070 -0.3275 0.2658
S -0.7520 -0.8764 1.9073
C 0.5772 0.3663 -0.2458
N 1.5292 0.5068 0.6572
S 0.8176 0.9713 -1.8300
H -2.4030 -1.2916 -0.6679
H -1.3392 -0.2027 -1.6850
H 2.2773 1.1992 0.2141
H 1.0753 0.4866 1.6410

Arrangement two

10
Properties=species:S:1:pos:R:3 method="wB97M-V/def2-TZVPD" homo_energy_ev=-8.9 orbital_gap_ev=7.87 smiles="[H]/N=C(/N)SC=S" lumo_energy_ev=-1.006
H -2.3040 -1.6145 -1.0271
N -2.6057 -0.5878 -0.7937
C -1.6173 -0.0620 0.0137
N -1.4927 1.3786 0.1073
S -0.1797 -0.7627 0.6174
C 0.9570 0.5882 0.0001
S 2.5822 -0.0056 -0.3151
H -1.5188 1.7046 1.2339
H -2.3316 1.7316 -0.4426
H 0.3642 1.7785 0.1208

Energy above the most stable structure, in hartree: arrangement one 0.0000; arrangement two 0.1098